{
  "formula": "C3H4O2",
  "method": "the ωB97M-V functional and the def2-TZVPD basis",
  "elements": ["O", "O", "C", "H", "C", "H", "H", "H", "C"],
  "xyz": [[1.8800, -0.3042, 1.0019], [-0.6637, -0.9116, -1.2398], [-0.9091, 0.6963, 0.3482], [1.8254, -1.2589, -0.7721], [-0.0937, -0.2997, -0.3413], [-0.7614, 0.8004, 1.4351], [-0.8217, 1.6808, -0.0846], [-1.7864, 0.2416, -0.3387], [1.3306, -0.6448, -0.0088]],
  "forces_ev_per_a": [[-0.184, 0.121, 0.054], [1.598, -0.339, 0.153], [-1.713, -0.428, -1.419], [0.092, -0.163, -0.131], [-0.165, -0.656, -1.109], [-0.755, -0.496, -0.445], [0.596, 0.442, -0.198], [0.018, 1.678, 3.111], [0.512, -0.158, -0.016]],
  "lowdin_charge": [0.10, 0.07, -0.01, 0.13, -0.43, 0.10, 0.08, 0.15, -0.18],
  "lumo_energy_ev": -0.667,
  "homo_lumo_gap_ev": 9.565,
  "relative_energy_kcal_mol": 41.9,
  "smiles": "CC(=O)C=O",
  "total_charge": 0,
  "energy_ha": -267.1260
}

---

{
  "formula": "C3H4O2",
  "method": "the ωB97M-V functional and the def2-TZVPD basis",
  "elements": ["H", "H", "O", "C", "C", "O", "C", "H", "H"],
  "xyz": [[-1.0426, -1.2130, 1.6816], [0.7284, 0.5218, 1.6536], [0.8455, 0.7466, -1.5482], [-0.8322, -0.4270, -0.3084], [-1.6034, -0.9113, 0.7774], [1.0853, 0.6745, 0.7377], [0.3979, 0.2371, -0.3640], [-1.2723, -0.5872, -1.2887], [1.6933, 0.9585, -1.3410]],
  "forces_ev_per_a": [[0.369, 0.717, 0.052], [-0.212, -0.409, -1.765], [-3.796, -2.091, 1.551], [0.242, -0.381, 0.374], [0.473, -0.186, -0.824], [0.128, -0.094, -1.028], [-1.668, 0.395, 1.418], [-0.006, 0.429, -0.118], [4.470, 1.619, 0.340]],
  "lowdin_charge": [-0.03, 0.15, 0.16, -0.22, 0.06, 0.08, -0.34, 0.08, 0.06],
  "lumo_energy_ev": [-0.482, -0.485],
  "homo_lumo_gap_ev": [7.335, 7.252],
  "relative_energy_kcal_mol": 101.4,
  "total_charge": 0,
  "energy_ha": -267.0312
}

---

{
  "formula": "C3H4O2",
  "method": "the ωB97M-V functional and the def2-TZVPD basis",
  "elements": ["C", "O", "H", "O", "C", "H", "C", "H", "H"],
  "xyz": [[-1.3770, 0.4635, -0.2549], [-0.1103, -1.5782, -0.1598], [2.0108, -0.0723, 0.4598], [-2.3778, 0.6733, 0.4033], [1.1578, 0.5230, 0.1658], [-1.2658, 0.7023, -1.2593], [0.0203, -0.1975, 0.0332], [1.2426, 1.5284, 0.4707], [0.6995, -2.0424, 0.1412]],
  "forces_ev_per_a": [[0.162, -0.702, 2.001], [0.831, 1.176, 0.698], [0.502, -0.070, -0.505], [2.005, -0.602, -0.543], [-1.018, -2.689, 0.992], [-0.773, 1.045, -2.521], [-0.725, 0.234, 0.374], [-0.484, 1.119, -0.175], [-0.500, 0.490, -0.321]],
  "lowdin_charge": [-0.16, 0.02, 0.06, 0.08, 0.06, 0.10, -0.32, 0.05, 0.12],
  "lumo_energy_ev": 0.570,
  "homo_lumo_gap_ev": 10.291,
  "relative_energy_kcal_mol": 47.6,
  "smiles": "C=C(O)C=O",
  "total_charge": 0,
  "energy_ha": -267.1169
}

---

{
  "formula": "C3H4O2",
  "method": "the ωB97M-V functional and the def2-TZVPD basis",
  "elements": ["C", "H", "C", "H", "H", "O", "O", "C", "H"],
  "xyz": [[0.3973, -0.1139, -0.0002], [0.5867, -0.6242, 2.0365], [-0.0648, -0.3960, 1.2014], [0.0632, -0.0068, -2.2007], [0.3424, 1.5925, -1.3184], [-1.3983, -0.4063, 1.5251], [1.5882, -0.0056, -0.6589], [0.3811, 0.5043, -1.2941], [-1.8960, -0.5439, 0.7094]],
  "forces_ev_per_a": [[-0.143, 0.105, 0.262], [-0.048, -0.171, -0.153], [0.367, -0.034, -0.158], [0.104, -0.062, 0.201], [-0.041, -0.142, -0.117], [-0.179, -0.001, -0.162], [0.191, 0.060, 0.139], [-0.201, 0.136, -0.209], [-0.050, 0.110, 0.196]],
  "lowdin_charge": [-0.28, 0.13, -0.14, 0.11, 0.12, -0.01, 0.02, -0.05, 0.10],
  "lumo_energy_ev": 0.744,
  "homo_lumo_gap_ev": 9.309,
  "relative_energy_kcal_mol": 62.7,
  "smiles": "O/C=C1\\CO1",
  "total_charge": 0,
  "energy_ha": -267.0928
}

---

{
  "formula": "C3H4O2",
  "method": "the ωB97M-V functional and the def2-TZVPD basis",
  "elements": ["H", "O", "O", "C", "H", "C", "C", "H", "H"],
  "xyz": [[0.0311, 0.4779, -1.1534], [-3.1705, -0.3550, 1.3229], [-0.9991, -0.9289, 1.8935], [0.1831, -0.2102, -0.2653], [0.0737, -1.2543, -0.5564], [-0.6723, 0.1433, 0.9027], [-1.9987, -0.3600, 1.2962], [1.2763, -0.0187, -0.3097], [-0.4584, 1.0611, 1.3406]],
  "forces_ev_per_a": [[-1.030, -0.886, 0.794], [-1.207, -0.157, -0.039], [0.998, -0.806, 1.221], [0.759, 0.472, -2.242], [-0.314, 0.124, -0.196], [-0.433, -0.584, -1.040], [0.904, 0.609, -1.223], [-0.336, -0.243, 1.627], [0.659, 1.471, 1.099]],
  "lowdin_charge": [0.10, 0.17, 0.14, -0.05, 0.08, -0.16, -0.49, 0.08, 0.12],
  "lumo_energy_ev": 0.812,
  "homo_lumo_gap_ev": 11.033,
  "relative_energy_kcal_mol": 38.7,
  "smiles": "C[C@@H]1OC1=O",
  "total_charge": 0,
  "energy_ha": -267.1310
}

---

{
  "formula": "C3H4O2",
  "method": "the ωB97M-V functional and the def2-TZVPD basis",
  "elements": ["H", "H", "C", "H", "O", "O", "C", "H", "C"],
  "xyz": [[0.8108, -1.7828, -0.1737], [1.6383, 2.0885, -0.1497], [0.3153, -0.1314, -0.1924], [-0.4342, 1.8461, 0.2273], [-2.0415, -0.0495, -0.1906], [1.3189, -1.0356, -0.0855], [-1.1049, -0.7120, 0.0648], [-1.0453, -1.4315, 0.4966], [0.5425, 1.2083, 0.0032]],
  "forces_ev_per_a": [[-0.626, -3.846, -0.378], [-3.466, -3.735, 0.662], [0.527, 3.273, 1.849], [2.248, -1.447, -0.853], [-2.668, 0.515, -0.399], [1.170, 1.946, -0.456], [2.825, 16.552, -8.849], [0.243, -16.222, 9.159], [-0.252, 2.964, -0.735]],
  "lowdin_charge": [0.04, 0.18, -0.36, 0.08, 0.13, 0.06, -0.17, 0.00, 0.04],
  "lumo_energy_ev": -0.060,
  "homo_lumo_gap_ev": 9.237,
  "relative_energy_kcal_mol": 121.1,
  "total_charge": 0,
  "energy_ha": -266.9999
}

---

{
  "formula": "C3H4O2P",
  "method": "the ωB97M-V functional and the def2-TZVPD basis",
  "elements": ["C", "C", "O", "H", "C", "O", "P", "H", "H", "H"],
  "xyz": [[2.3263, -0.5384, 0.4608], [-2.2770, 0.3006, -0.1633], [-0.0505, 0.8567, 0.6770], [1.9517, -1.3934, 1.0739], [-0.9135, 0.3167, -0.2230], [-0.1942, -0.1551, -1.2530], [1.4239, 0.7447, -0.1698], [3.3082, -0.5509, -0.0611], [-2.6893, -0.2491, -1.0145], [-2.8857, 0.6681, 0.6731]],
  "forces_ev_per_a": [[-0.522, 0.697, -0.306], [0.497, -0.182, 0.155], [0.156, 0.034, 0.677], [0.483, 0.734, -0.743], [0.065, -0.640, -1.981], [-0.207, 1.019, 1.727], [-0.138, -1.546, -0.333], [-0.499, -0.253, 0.805], [-0.294, 0.359, 0.488], [0.458, -0.223, -0.488]],
  "lowdin_charge": [-0.41, -0.04, -0.34, -0.02, -0.73, -0.26, 0.82, -0.06, 0.02, 0.01],
  "lumo_energy_ev": 4.579,
  "homo_lumo_gap_ev": 7.808,
  "relative_energy_kcal_mol": 20.7,
  "total_charge": -1,
  "energy_ha": -608.5481
}

---

{
  "formula": "C3H4O2P",
  "method": "the ωB97M-V functional and the def2-TZVPD basis",
  "elements": ["H", "C", "H", "O", "C", "H", "C", "P", "H", "O"],
  "xyz": [[-1.3834, -2.8891, -0.7925], [1.0224, 1.9160, 0.4028], [0.6474, 2.4559, 1.3381], [1.1660, 0.0130, -0.7776], [-1.4373, -1.8838, -0.3230], [-2.2796, -1.2757, -0.7022], [0.6276, 0.7420, 0.1199], [0.0794, -1.4281, 0.1629], [1.7600, 2.2924, -0.2774], [-0.2025, 0.0572, 0.8489]],
  "forces_ev_per_a": [[-0.264, 0.398, 0.494], [0.525, 5.958, 2.622], [0.678, -0.646, -1.660], [-0.364, -2.282, -1.749], [-0.340, -0.559, -1.314], [0.544, -0.137, 0.427], [1.079, -1.172, -0.462], [0.290, -1.158, -0.206], [0.249, 0.694, 0.150], [-2.397, -1.097, 1.698]],
  "lowdin_charge": [-0.06, -0.04, 0.06, -0.19, -0.41, -0.03, -0.90, 0.80, 0.03, -0.26],
  "lumo_energy_ev": 4.604,
  "homo_lumo_gap_ev": 7.813,
  "relative_energy_kcal_mol": 29.6,
  "total_charge": -1,
  "energy_ha": -608.5339
}

---

{
  "formula": "C3H4O2S2",
  "method": "the ωB97M-V functional and the def2-TZVPD basis",
  "elements": ["S", "C", "O", "H", "C", "C", "H", "H", "H", "S", "O"],
  "xyz": [[-0.5196, 1.3596, 0.6942], [0.8618, 0.3911, 0.6087], [2.0490, -1.3943, -0.5441], [-1.5902, 0.2198, -1.2816], [0.8394, -0.8296, -0.2673], [-1.8037, 0.5759, -0.2442], [2.7178, -1.0795, 0.0896], [-2.1329, -0.3432, 0.4121], [-2.4575, 1.4317, -0.0844], [2.1871, 0.9954, 1.3401], [-0.1512, -1.3269, -0.7231]],
  "forces_ev_per_a": [[0.489, -0.021, -0.156], [0.310, 0.920, -0.011], [-0.769, 0.378, 0.522], [-0.267, 0.898, 1.016], [1.223, -1.585, -0.445], [-0.843, -1.864, 1.435], [-0.067, 0.373, -0.134], [0.201, 1.848, -1.592], [-1.037, -0.456, -0.825], [0.521, -0.612, 0.113], [0.240, 0.122, 0.077]],
  "lowdin_charge": [0.92, -1.06, 0.08, 0.07, -0.57, -0.40, 0.06, 0.09, 0.01, 0.71, 0.09],
  "lumo_energy_ev": -1.374,
  "homo_lumo_gap_ev": 7.921,
  "relative_energy_kcal_mol": 13.5,
  "total_charge": 0,
  "energy_ha": -1063.5426
}

---

{
  "formula": "C3H4O2Si",
  "method": "the ωB97M-V functional and the def2-TZVPD basis",
  "elements": ["H", "H", "O", "H", "C", "C", "H", "O", "C", "Si"],
  "xyz": [[-2.7666, 1.7774, -0.7811], [-2.1104, 1.4728, 1.6194], [0.2112, 2.5268, -0.3939], [2.9551, -0.8217, -1.0989], [0.9206, 1.5864, -0.3289], [1.7545, 0.6385, 0.0336], [2.9526, -0.8734, 0.7480], [-0.8428, -0.1606, 0.1869], [2.5527, -0.3989, -0.2115], [-1.8371, 0.9556, 0.2782]],
  "forces_ev_per_a": [[1.286, -1.303, 1.049], [-0.203, 0.201, 0.152], [-0.081, -0.421, -0.027], [-0.182, 0.055, -1.006], [1.443, -0.626, 0.462], [-0.411, 0.266, -1.451], [-0.414, 0.345, -1.457], [0.349, -1.314, -0.680], [0.107, 0.518, 3.440], [-1.893, 2.278, -0.482]],
  "lowdin_charge": [-0.02, -0.06, 0.05, 0.05, -0.26, -0.07, 0.09, -0.42, 0.04, 0.60],
  "lumo_energy_ev": -0.845,
  "homo_lumo_gap_ev": 8.085,
  "relative_energy_kcal_mol": 37.7,
  "smiles": "O=[SiH2].C=C=C=O",
  "total_charge": 0,
  "energy_ha": -556.5521
}